Entry 1:
The following is a DFT calculation (ωB97M-V/def2-TZVPD) of the ion C5H13N3S with charge +2 at a distorted geometry.

Summary:
2S+1	3
HOMO (alpha / beta)	-11.872 / -17.967	eV
E_LUMO (alpha / beta)	-6.76 / -10.53	eV
Kohn-Sham gap (alpha / beta)	5.11 / 7.43	eV
net charge	+2

Atoms and positions in Å:
S 1.751 0.313 -1.257
N -2.624 0.822 -0.387
N 1.589 -2.055 0.216
N 1.132 -0.105 1.265
C -0.631 -0.689 -0.263
C -1.144 0.772 -0.348
C 0.930 -0.742 0.029
C 2.278 1.552 -0.036
C 1.809 0.945 1.209
H 1.917 1.481 2.131
H -0.750 1.136 0.673
H -0.842 -1.196 -1.256
H -2.857 -0.195 -0.688
H -3.038 1.030 0.513
H -3.002 1.462 -1.102
H 1.921 -2.102 1.229
H 0.923 -2.900 0.124
H 2.319 -2.187 -0.454
H 3.266 1.666 0.220
H 1.996 2.531 -0.360
H -1.140 -1.270 0.547
H -0.577 1.250 -1.253

---

Entry 2:
The following is a DFT calculation (ωB97M-V/def2-TZVPD) of a structure of composition C34H41ClF6GeN5O8S2Sn.

Summary:
2S+1	2
energy above the lowest of the compared OMol25 structures with the same formula, charge and spin	1.213	eV
HOMO (alpha / beta)	-12.851 / -13.466	eV
E_LUMO (alpha / beta)	-5.76 / -7.96	eV
Kohn-Sham gap (alpha / beta)	7.09 / 5.51	eV
net charge	+2

Atoms and positions in Å:
Sn 0.729 0.213 2.390
Ge 0.979 3.571 1.746
Cl 2.658 -0.803 1.488
S -0.479 -2.685 2.728
S 1.221 -2.103 4.692
F -2.628 -4.089 2.666
F 3.736 -2.488 4.136
F 3.279 -2.227 6.237
F -2.029 -3.607 4.679
F -0.942 -5.118 3.570
F 2.786 -4.090 5.245
O 0.297 -2.518 5.697
O -0.551 -2.911 1.315
O -1.050 -1.393 3.189
O 0.065 3.684 0.326
O -2.452 -7.214 -8.299
O 2.583 3.002 1.680
O 0.191 3.479 3.245
O 1.421 -0.644 4.537
N -2.205 -3.286 -3.199
N -1.195 -0.100 0.371
N 1.206 0.252 -0.815
N -0.198 -2.994 -4.164
N 0.997 -2.773 3.247
C 3.281 2.802 4.030
C -1.371 -3.650 -4.247
C -0.513 3.632 -1.967
C 3.703 3.231 2.637
C -1.015 -5.738 -7.258
C 2.829 -0.260 -2.506
C 1.960 -1.139 -3.107
C -1.537 -2.393 -2.442
C -0.278 -2.236 -3.077
C -0.245 5.815 -0.755
C -2.953 -5.231 -5.310
C 0.292 4.408 -0.941
C -1.914 -1.674 -1.273
C 4.053 4.707 2.574
C -3.395 -1.051 0.496
C -1.578 2.684 4.606
C -0.739 -4.851 -6.268
C -2.085 4.156 2.634
C 1.773 4.415 -1.270
C -0.902 5.099 4.646
C 0.704 -1.332 -2.535
C 2.885 -2.782 5.108
C -3.150 -1.803 -0.624
C -2.271 -6.386 -7.299
C -1.589 -3.972 3.499
C -0.957 -0.789 -0.743
C 0.363 -0.611 -1.384
C -1.129 3.879 3.780
C -1.702 -4.571 -5.260
C 4.821 2.360 2.098
C -3.687 -7.942 -8.420
C -3.240 -6.121 -6.305
C 2.409 0.399 -1.351
C -2.378 -0.217 0.958
H 3.082 1.068 -0.824
H 0.215 -4.344 -6.227
H -2.133 3.300 1.957
H 2.161 3.397 -1.321
H 4.135 2.876 4.703
H -0.113 6.387 -1.673
H -0.807 2.404 5.322
H -0.257 4.861 5.492
H 4.864 4.932 3.266
H -3.574 -8.564 -9.299
H -3.082 4.349 3.026
H -4.201 -6.612 -6.330
H 2.229 -1.691 -3.999
H -1.570 3.631 -1.696
H -1.769 5.032 2.061
H -1.784 1.821 3.972
H -3.902 -2.489 -0.996
H 5.706 2.496 2.721
H 3.821 -0.092 -2.900
H -0.442 5.906 4.070
H -4.336 -1.116 1.025
H 0.292 6.329 0.048
H -3.713 -5.040 -4.562
H 3.188 5.319 2.858
H -2.485 2.944 5.151
H -2.529 0.369 1.858
H 1.938 4.902 -2.230
H 4.532 1.308 2.114
H 4.367 4.987 1.568
H 2.486 3.442 4.419
H -1.307 5.795 -0.507
H 2.934 1.767 4.033
H -0.405 4.104 -2.945
H 5.069 2.644 1.075
H -3.129 -3.645 -3.026
H -4.523 -7.258 -8.559
H -0.294 -5.973 -8.029
H -3.849 -8.569 -7.544
H -0.157 2.604 -2.024
H -1.858 5.458 5.029
H 2.337 4.967 -0.509

---

Entry 3:
The following is a DFT calculation (ωB97M-V/def2-TZVPD) of a structure of composition C34H34N9O11PtS3.

Summary:
2S+1	5
energy above the lowest of the compared OMol25 structures with the same formula, charge and spin	0.681	eV
HOMO (alpha / beta)	-10.456 / -10.565	eV
E_LUMO (alpha / beta)	-2.80 / -4.80	eV
Kohn-Sham gap (alpha / beta)	7.66 / 5.77	eV
net charge	+1

Atoms and positions in Å:
Pt -0.947 0.302 0.138
S 1.654 0.306 1.665
S -3.595 1.520 3.859
S -0.987 -0.014 5.022
O -5.324 5.002 -3.874
O -2.440 0.111 -1.326
O -3.873 6.592 -3.794
O -0.762 2.251 -0.645
O 2.125 -0.434 2.795
O 0.305 0.562 5.183
O 0.719 1.408 1.805
O 1.087 3.876 -1.905
O -2.124 0.517 5.729
O 0.351 5.860 -1.533
O -4.450 0.729 -1.987
N -1.296 0.076 3.373
N 0.184 4.682 -1.742
N 0.868 -0.676 0.604
N 0.312 -0.452 -2.320
N -2.627 0.653 1.581
N -0.733 -5.848 5.649
N -4.244 5.460 -3.566
N -0.867 -2.079 0.650
N 1.168 -0.932 -4.628
C -0.828 -4.323 1.413
C -4.433 1.787 2.428
C -3.301 1.018 -1.714
C 2.261 -1.203 -3.635
C 3.832 2.315 -0.996
C -1.489 -3.238 0.874
C -3.313 4.577 -2.855
C -0.918 -1.732 5.225
C -1.185 4.193 -1.897
C 3.014 0.876 0.724
C 0.248 -2.408 4.872
C 1.698 -0.901 -2.226
C -0.013 -1.819 -4.354
C -2.052 5.043 -2.541
C 5.046 1.628 -1.003
C -2.022 -2.422 5.718
C 6.157 2.062 -1.918
C -3.683 3.281 -2.568
C 0.521 -4.185 1.733
C -2.333 0.660 2.935
C 0.310 -3.774 5.022
C -3.781 1.253 1.322
C 5.221 0.561 -0.122
C 1.170 -2.985 1.519
C 0.419 -1.949 0.973
C -1.959 -3.791 5.861
C 4.212 0.177 0.746
C -0.507 -1.508 -2.921
C 0.756 0.511 -4.554
C -2.820 2.431 -1.890
C -0.792 -4.488 5.518
C 2.809 1.943 -0.139
C -1.551 2.896 -1.444
C 0.233 0.768 -3.124
H 1.871 2.479 -0.131
H 4.354 -0.634 1.448
H -2.910 -1.877 6.005
H 1.065 -5.019 2.158
H 3.683 3.165 -1.648
H -4.192 1.257 0.324
H -0.003 0.667 -5.319
H 1.738 -1.791 -1.601
H 0.807 1.555 -2.635
H 6.625 2.975 -1.544
H -5.374 2.311 2.406
H 2.207 -2.833 1.778
H 1.220 -4.309 4.776
H -0.806 1.083 -3.155
H 6.931 1.300 -1.995
H -2.806 -4.334 6.260
H -1.543 -1.182 -2.922
H 2.561 -2.242 -3.763
H 1.634 1.108 -4.799
H 6.169 0.038 -0.103
H -4.652 2.909 -2.869
H 1.516 -1.127 -5.565
H 0.327 -2.847 -4.474
H 1.100 -1.845 4.508
H 5.782 2.282 -2.917
H -2.538 -3.279 0.610
H -1.455 -6.328 6.156
H 2.291 -0.125 -1.741
H -1.355 -5.251 1.580
H -0.760 -1.603 -5.116
H 3.099 -0.558 -3.898
H -1.742 6.042 -2.814
H 0.152 -6.315 5.579
H -0.434 -2.395 -2.293

---

Entry 4:
The following is a DFT calculation (ωB97M-V/def2-TZVPD) of a cluster of 10 separate species, C33H65Cl20N5 in total at a distorted geometry.

Summary:
HOMO	-8.080	eV
E_LUMO	0.06	eV
Kohn-Sham gap	8.14	eV
net charge	0
SMILES string	ClC(Cl)(Cl)Cl.ClC(Cl)(Cl)Cl.ClC(Cl)(Cl)Cl.ClC(Cl)(Cl)Cl.ClC(Cl)(Cl)Cl.c1cc[nH]c1.CCN(CC)CC.CCN(CC)CC.CCN(CC)CC.CCN(CC)CC

Atoms and positions in Å:
Cl 0.073 0.690 -2.657
Cl 2.344 -2.195 3.462
Cl -1.119 4.903 6.532
Cl -0.209 3.538 -2.396
Cl 4.401 -0.263 3.015
Cl -0.496 6.903 4.606
Cl 5.067 -3.034 3.079
Cl 2.085 0.605 9.981
Cl 1.207 -6.104 -0.924
Cl 3.587 -1.989 0.891
Cl 1.335 -7.726 1.435
Cl 3.311 -5.691 1.007
Cl 1.817 2.441 -4.105
Cl 2.118 2.210 -1.254
Cl 1.660 -0.925 7.590
Cl 1.116 4.522 4.790
Cl -0.554 -0.243 9.340
Cl 0.620 -4.931 1.615
Cl -1.559 4.421 3.677
Cl 0.712 1.826 7.764
N -4.074 -1.967 -3.652
N 1.633 6.570 0.259
N 3.194 -3.569 -4.618
N -1.225 -0.028 2.343
N -2.801 -2.522 3.292
C 2.918 5.162 1.776
C -4.197 -4.170 2.852
C 3.845 -1.868 2.612
C -2.419 0.746 2.682
C -3.340 -3.910 -2.259
C -3.456 -3.156 2.301
C 1.616 -6.113 0.790
C -2.659 0.887 4.156
C 0.940 2.220 -2.587
C -5.948 -1.267 -2.092
C 0.417 6.703 -0.501
C -3.191 -2.436 -2.581
C 0.501 7.732 -1.582
C 3.134 -2.761 -3.432
C 3.378 -4.990 -4.357
C 0.996 0.312 8.664
C 4.136 -3.071 -5.544
C 4.618 -5.423 -3.522
C -5.456 -2.058 -3.306
C 1.450 8.619 1.581
C 0.044 0.598 2.715
C 1.540 5.564 1.289
C -3.127 -3.115 4.492
C 1.841 -2.974 -2.661
C 0.438 1.829 1.916
C -3.948 -4.158 4.245
C -3.736 -0.616 -4.054
C 4.039 -3.771 -6.923
C -2.524 -0.594 -4.920
C -0.519 5.168 4.897
C -0.237 -1.587 0.718
C -1.279 -0.556 0.987
C 2.248 7.770 0.643
H 0.771 -1.170 0.824
H 2.910 4.327 2.474
H -0.279 2.611 2.187
H 0.476 1.652 0.843
H -2.126 -1.751 3.185
H 4.422 -3.154 -7.734
H 0.794 -0.201 2.656
H -5.785 -3.103 -3.288
H -5.731 -1.775 -1.143
H 3.941 -2.005 -5.714
H 5.176 -3.130 -5.168
H -4.338 -4.871 4.954
H -1.240 0.280 0.250
H -6.027 -1.724 -4.193
H -3.366 -1.908 -1.613
H 4.676 -6.512 -3.571
H 0.504 8.903 1.120
H -2.292 -0.944 0.846
H -0.340 7.682 -2.264
H -2.494 -0.056 4.675
H -1.693 -1.087 -4.398
H 1.428 7.616 -2.144
H -0.313 -2.485 1.334
H -2.455 1.719 2.163
H 2.487 -5.380 -3.855
H -3.273 0.147 2.331
H -3.710 0.117 -3.229
H 1.000 -2.598 -3.252
H 3.645 5.046 0.966
H -0.503 6.869 0.113
H -4.344 -4.121 -1.897
H 1.001 5.959 2.173
H -5.532 -0.260 -2.037
H 5.519 -4.976 -3.936
H 1.831 -2.402 -1.724
H 3.356 5.977 2.378
H 3.229 7.550 1.080
H 0.528 8.720 -1.118
H 3.240 -1.703 -3.698
H 2.566 8.331 -0.241
H -7.037 -1.171 -2.104
H -3.139 -4.521 -3.137
H -2.152 -2.231 -2.840
H -1.984 1.611 4.608
H 1.656 -4.009 -2.407
H -2.693 -1.245 -5.779
H 0.994 4.739 0.832
H -2.639 -4.156 -1.458
H -2.232 0.396 -5.245
H 0.024 0.798 3.794
H 0.217 5.716 -0.943
H 4.701 -4.663 -6.982
H -3.315 -2.882 1.269
H 1.415 2.160 2.269
H 1.212 8.033 2.472
H 3.053 -4.194 -7.123
H -3.699 1.161 4.331
H 3.420 -5.498 -5.319
H -0.275 -1.894 -0.336
H 1.989 9.499 1.931
H 4.524 -5.143 -2.477
H -2.695 -2.759 5.405
H -4.544 -0.259 -4.713
H 4.008 -2.944 -2.770
H -4.776 -4.894 2.317

---

Entry 5:
The following is a DFT calculation (ωB97M-V/def2-TZVPD) of a cluster of 2 separate species, C6H16NO in total at a distorted geometry.

Summary:
energy above the lowest of the compared OMol25 structures with the same formula, charge and spin	3.773	eV
HOMO	-12.740	eV
E_LUMO	-7.01	eV
Kohn-Sham gap	5.73	eV
net charge	+1

Atoms and positions in Å:
O -1.852 -0.344 0.402
N -5.212 -0.086 -0.078
C -0.946 -0.867 -0.575
C 1.479 -0.361 0.243
C 0.317 -1.177 0.131
C 2.327 2.006 0.487
C 1.302 1.109 -0.172
C 2.611 -1.100 -0.570
H -0.824 -0.149 -1.394
H 2.257 3.002 0.057
H 3.181 -1.781 0.052
H -5.417 -0.902 0.499
H 2.120 2.102 1.548
H 3.339 1.630 0.384
H -1.335 -1.813 -0.960
H 0.360 -2.112 0.689
H 1.764 -0.392 1.301
H -4.959 0.611 0.628
H 3.232 -0.312 -0.996
H 0.293 1.442 0.064
H -1.470 -0.287 1.289
H 2.210 -1.661 -1.416
H -6.132 0.254 -0.357
H 1.353 1.189 -1.258

---

Entry 6:
The following is a DFT calculation (ωB97M-V/def2-TZVPD) of the ion C7H13BNO3 with charge +1 at a distorted geometry.

Summary:
energy above the lowest of the compared OMol25 structures with the same formula, charge and spin	0.912	eV
HOMO (alpha / beta)	-12.630 / -12.630	eV
E_LUMO (alpha / beta)	-5.01 / -5.01	eV
Kohn-Sham gap (alpha / beta)	7.62 / 7.62	eV
net charge	+1
SMILES string	COC(=[NH2+])/C=C\C=C(\C)B(O)O

Atoms and positions in Å:
O -0.912 1.333 1.846
O -2.059 -1.377 -0.789
O -1.070 0.458 -1.960
N 0.192 -0.493 1.421
C 0.816 1.455 0.219
C 0.507 -1.443 -0.919
C -1.470 2.603 1.614
C 1.676 0.669 -0.556
C 0.634 -2.895 -1.066
C 1.660 -0.685 -0.783
C -0.029 0.751 1.064
B -0.968 -0.769 -1.235
H 2.642 -1.331 -0.905
H -1.962 2.791 2.525
H -0.297 -3.388 -0.717
H 1.521 -3.276 -0.483
H -2.885 -1.404 -1.167
H -2.179 2.526 0.724
H 2.435 1.148 -1.205
H -0.576 3.183 1.403
H 1.041 -1.069 1.354
H -0.284 -0.747 2.206
H 0.826 2.509 0.095
H 0.783 -3.203 -2.065
H -1.750 1.105 -1.882